The following is a DFT calculation (ωB97M-V/def2-TZVPD) of 2 unconnected molecules or ions with the total composition C11H19F3Si at a distorted geometry.

```
! RIJCOSX wB97M-V def2-TZVPD def2/J DEFGRID3
* xyz 0 1
C 3.618 -0.149 2.141
C 4.366 -1.228 -1.524
C 2.626 -0.983 1.691
C 3.029 -1.453 -1.507
C -3.871 0.625 1.600
C -3.348 1.417 0.351
C -3.137 0.436 -0.838
C -2.330 -0.770 -0.433
C -0.781 -0.306 -0.153
C 0.142 -1.493 -0.011
C 1.670 2.067 -1.227
F 1.182 2.262 -2.442
F 2.953 2.495 -1.141
F 0.940 2.873 -0.364
Si 2.017 -1.167 0.030
H 3.908 0.194 3.080
H 4.355 0.300 1.499
H 5.012 -1.613 -2.205
H 4.887 -0.766 -0.775
H 2.059 -1.307 2.545
H 2.576 -1.692 -2.448
H -4.614 1.202 2.131
H -4.355 -0.325 1.316
H -3.039 0.209 2.120
H -2.712 2.312 0.512
H -4.208 1.996 0.052
H -4.124 0.041 -1.080
H -2.647 0.946 -1.694
H -2.170 -1.472 -1.219
H -2.651 -1.133 0.450
H -0.480 0.366 -0.943
H -0.851 0.283 0.678
H -0.044 -2.150 0.794
H 0.019 -2.017 -0.984
*
```

E_tot, eV: -27739.1550
HOMO-LUMO gap (spin up / spin down), eV: 8.062 / 5.344
LUMO energy (spin up / spin down), eV: -0.6926 / -1.1190

***

The following is a DFT calculation (ωB97M-V/def2-TZVPD) of 3 unconnected molecules or ions with the total composition C8H14ClN2O4 at a distorted geometry.

```
! RIJCOSX wB97M-V def2-TZVPD def2/J DEFGRID3
* xyz -1 1
Cl -0.869 -0.315 -1.545
O -1.105 -1.093 -0.387
O 0.303 -0.838 -2.271
O -2.008 -0.507 -2.398
O -0.634 1.021 -1.180
C 1.290 -0.675 0.710
C 1.279 -2.054 -0.060
C 2.457 -2.193 -1.142
C 2.511 -1.255 -2.309
N 2.534 -0.430 -3.129
H 0.521 -0.636 1.482
H 1.199 0.206 0.074
H 2.186 -0.402 1.267
H 0.320 -2.169 -0.566
H 1.227 -2.970 0.529
H 2.262 -3.127 -1.669
H 3.445 -2.194 -0.682
C -2.551 1.613 -0.011
C -2.016 1.739 1.400
C -0.522 1.691 1.296
C 0.310 1.387 2.561
N 1.004 1.201 3.451
H -1.881 2.166 -0.670
H -3.526 2.100 -0.034
H -2.575 0.558 -0.282
H -2.368 0.965 2.082
H -2.473 2.578 1.925
H -0.110 2.661 1.016
H -0.209 0.972 0.539
*
```

E_tot, eV: -32206.8755
HOMO-LUMO gap, eV: 9.812
LUMO energy, eV: 3.5193

***

The following is a DFT calculation (ωB97M-V/def2-TZVPD) of a molecular structure, H26HeO13 at a distorted geometry.

```
! RIJCOSX wB97M-V def2-TZVPD def2/J DEFGRID3
* xyz 0 1
He -8.572 -2.711 14.674
O -10.727 -6.069 16.479
H -11.369 -6.400 17.107
H -10.159 -5.497 16.996
O -7.622 -1.598 17.485
H -6.957 -1.159 16.954
H -7.313 -1.502 18.385
O -5.359 -2.083 13.169
H -4.719 -1.607 13.698
H -5.533 -2.883 13.665
O -8.436 0.909 13.823
H -9.118 0.701 14.462
H -8.543 0.252 13.135
O -6.229 0.397 15.918
H -6.772 1.175 16.045
H -6.265 0.231 14.976
O -8.605 -4.253 17.577
H -8.310 -3.345 17.500
H -7.964 -4.665 18.156
O -9.352 -4.230 12.853
H -9.828 -4.737 12.196
H -9.180 -3.389 12.429
O -7.798 -5.364 14.981
H -8.382 -4.934 14.355
H -8.199 -5.201 15.834
O -5.166 -4.450 15.090
H -5.164 -4.149 15.999
H -5.996 -4.917 14.995
O -10.150 -0.030 17.770
H -9.568 -0.662 17.349
H -10.782 0.205 17.090
O -7.903 -1.255 11.940
H -7.678 -1.137 11.017
H -7.064 -1.410 12.373
O -11.243 -1.426 12.129
H -10.485 -1.352 12.709
H -10.867 -1.503 11.252
O -10.986 -0.120 14.928
H -11.317 0.771 14.810
H -11.758 -0.633 15.164
*
```

E_tot, eV: -27119.9882
HOMO-LUMO gap, eV: 10.974
LUMO energy, eV: 0.1644

***

The following is a DFT calculation (ωB97M-V/def2-TZVPD) of a single C9H9NOSe molecule at a distorted geometry.

```
! RIJCOSX wB97M-V def2-TZVPD def2/J DEFGRID3
* xyz 0 3
C -1.332 2.914 -1.690
C 0.486 -3.284 0.299
C -0.880 -3.213 0.536
C 1.211 -2.087 -0.025
C -1.535 -2.027 0.408
C 0.506 -0.909 -0.219
C -0.813 -0.885 0.074
C 0.522 3.527 0.114
C -0.605 1.824 -1.193
N -1.869 3.896 -1.921
O 0.696 2.303 -0.599
Se -1.797 0.711 0.006
H 0.915 -4.268 0.264
H -1.281 -4.200 0.744
H 2.243 -2.074 0.174
H -2.630 -2.046 0.779
H 0.983 -0.100 -0.689
H 1.249 3.526 0.824
H -0.441 3.497 0.600
H 0.482 4.493 -0.333
H -0.105 1.284 -1.975
*
```

E_tot, eV: -78355.9839
HOMO-LUMO gap (spin up / spin down), eV: 5.659 / 6.439
LUMO energy (spin up / spin down), eV: 0.4765 / -2.7541
Expectation value of S²: 2.052

***

The following is a DFT calculation (ωB97M-V/def2-TZVPD) of 2 unconnected molecules or ions with the total composition C4H7NO at a distorted geometry.

```
! RIJCOSX wB97M-V def2-TZVPD def2/J DEFGRID3
* xyz 0 1
C 0.516 -0.729 0.385
C -0.917 -1.027 -0.082
O -1.739 0.147 -0.100
C -1.076 1.323 -0.169
N 0.166 1.501 -0.391
C 1.017 0.409 -0.484
H 0.466 -0.416 1.436
H 1.117 -1.638 0.308
H -0.925 -1.459 -1.088
H -1.414 -1.722 0.603
H -1.761 2.160 -0.028
H 2.389 0.855 0.285
H 2.162 0.596 -0.674
*
```

E_tot, eV: -7794.7032
HOMO-LUMO gap, eV: 8.347
LUMO energy, eV: 0.3628

***

The following is a DFT calculation (ωB97M-V/def2-TZVPD) of a single C5H8N2S molecule at a distorted geometry.

```
! RIJCOSX wB97M-V def2-TZVPD def2/J DEFGRID3
* xyz 0 1
C -2.902 0.076 -0.461
C -0.885 -0.440 0.639
C 0.585 -0.743 0.950
C 0.566 1.494 0.049
C 0.015 0.648 1.144
H -3.360 0.199 -1.503
H -3.082 1.104 -0.015
H -3.496 -0.956 0.112
H -1.530 -1.313 -0.993
H -1.465 -0.688 1.562
H 0.783 -1.373 1.808
H 0.541 2.601 0.067
H -0.123 1.054 2.162
N -1.465 -0.378 -0.650
N 1.375 0.947 -0.772
S 1.756 -0.677 -0.448
*
```

Structure (SMILES): CN[C@@H]1[C@@H]2C=NS[C@@H]21
E_tot, eV: -19127.2273
HOMO-LUMO gap, eV: 9.201
LUMO energy, eV: 0.8477

***

The following is a DFT calculation (ωB97M-V/def2-TZVPD) of 2 unconnected molecules or ions with the total composition C2H5BrS at a distorted geometry.

```
! RIJCOSX wB97M-V def2-TZVPD def2/J DEFGRID3
* xyz 0 1
C -0.664 -0.866 -0.654
C 0.235 0.148 0.008
S -0.088 1.956 0.071
Br 2.145 -0.379 0.010
H -1.521 -0.948 -0.078
H -0.988 -0.434 -1.565
H -0.209 -1.828 -0.926
H 0.044 0.146 2.380
H 1.046 2.203 0.755
*
```

E_tot, eV: -83028.1809
HOMO-LUMO gap (spin up / spin down), eV: 7.405 / 9.428
LUMO energy (spin up / spin down), eV: -0.4459 / -0.1478

***

The following is a DFT calculation (ωB97M-V/def2-TZVPD) of a molecular structure, C3H6F9K4O12S3 at a distorted geometry.

```
! RIJCOSX wB97M-V def2-TZVPD def2/J DEFGRID3
* xyz 1 1
K -3.219 0.213 3.959
K 1.552 -4.031 0.368
K 1.654 2.438 3.422
K -2.132 -3.830 2.538
C -1.430 -0.732 -3.900
F -0.534 -1.571 -4.442
F -2.439 -0.634 -4.762
F -1.881 -1.257 -2.760
S -0.634 0.964 -3.601
O 0.520 0.605 -2.758
O -0.313 1.480 -4.909
O -1.664 1.693 -2.870
C -0.708 -0.058 0.041
F 0.429 0.470 -0.275
F -1.680 0.843 0.111
F -1.064 -1.010 -0.816
S -0.533 -0.836 1.720
O 0.048 0.174 2.589
O -1.890 -1.260 2.113
O 0.442 -1.927 1.556
C 3.913 -0.641 2.026
F 3.092 -1.677 2.219
F 4.867 -1.039 1.226
F 3.233 0.306 1.378
S 4.555 0.023 3.689
O 3.904 -0.828 4.689
O 5.979 -0.158 3.662
O 4.103 1.402 3.713
O -3.231 3.171 0.506
H -3.538 4.050 0.765
H -3.921 2.571 0.805
O 2.343 -1.087 -1.785
H 1.829 -1.883 -1.859
H 1.719 -0.406 -2.136
O -4.409 1.749 -2.359
H -4.985 0.977 -2.367
H -3.977 1.738 -1.497
*
```

E_tot, eV: -150037.7546
HOMO-LUMO gap, eV: 4.793
LUMO energy, eV: -5.2930

***

The following is a DFT calculation (ωB97M-V/def2-TZVPD) of 10 unconnected molecules or ions with the total composition C40H110N10O10 at a distorted geometry.

```
! RIJCOSX wB97M-V def2-TZVPD def2/J DEFGRID3
* xyz 0 1
C 1.081 -2.263 6.615
C 0.022 -1.572 5.763
C -0.687 -2.537 4.833
O 0.218 -2.948 3.839
C -0.377 -3.811 2.904
N -0.904 -0.845 6.620
H 0.792 -3.282 6.881
H 1.296 -1.652 7.487
H 1.996 -2.379 6.030
H 0.502 -0.894 5.050
H -1.590 -2.049 4.426
H -1.072 -3.429 5.362
H -1.339 -3.411 2.563
H -0.548 -4.803 3.347
H 0.305 -3.960 2.068
H -1.449 -1.456 7.222
H -1.606 -0.370 6.056
C 6.977 -0.089 -5.066
C 7.041 -0.994 -3.854
C 5.774 -0.851 -3.032
O 5.884 -1.500 -1.791
C 5.131 -0.868 -0.758
N 7.348 -2.373 -4.260
H 7.061 0.961 -4.772
H 5.986 -0.124 -5.542
H 7.707 -0.365 -5.822
H 7.856 -0.633 -3.216
H 4.921 -1.274 -3.587
H 5.543 0.225 -2.945
H 5.488 0.147 -0.569
H 5.271 -1.508 0.111
H 4.078 -0.889 -1.054
H 7.228 -2.935 -3.420
H 6.634 -2.693 -4.916
C -1.592 3.001 1.344
C -2.656 4.009 1.736
C -2.355 4.596 3.092
O -3.397 5.482 3.471
C -3.529 5.611 4.859
N -2.748 5.005 0.632
H -1.622 2.749 0.286
H -1.555 2.120 1.973
H -0.602 3.454 1.502
H -3.669 3.600 1.757
H -1.412 5.164 3.079
H -2.290 3.765 3.805
H -4.337 6.322 5.042
H -2.629 6.041 5.319
H -3.782 4.659 5.338
H -3.330 5.772 0.963
H -1.817 5.420 0.579
C -4.596 -2.332 -1.457
C -4.123 -3.394 -0.459
C -4.315 -4.800 -0.984
O -5.676 -5.087 -1.101
C -5.978 -6.114 -2.004
N -2.746 -3.150 -0.113
H -4.149 -2.523 -2.440
H -4.243 -1.355 -1.128
H -5.676 -2.369 -1.561
H -4.822 -3.289 0.392
H -3.740 -5.537 -0.398
H -3.812 -4.856 -1.971
H -7.009 -6.023 -2.329
H -5.789 -7.107 -1.569
H -5.310 -6.082 -2.878
H -2.583 -2.175 0.109
H -2.308 -3.672 0.634
C 3.405 -4.550 -3.913
C 4.323 -4.468 -5.143
C 3.780 -5.293 -6.308
O 3.739 -6.668 -6.017
C 4.968 -7.342 -6.209
N 4.572 -3.067 -5.499
H 3.895 -4.919 -3.015
H 2.528 -5.155 -4.152
H 3.033 -3.559 -3.638
H 5.268 -4.929 -4.829
H 4.393 -5.126 -7.206
H 2.744 -4.990 -6.486
H 5.338 -7.152 -7.223
H 4.793 -8.391 -6.000
H 5.738 -6.955 -5.529
H 4.786 -2.989 -6.489
H 3.737 -2.514 -5.329
C -0.039 2.269 4.950
C -0.584 3.297 5.941
C -1.697 2.759 6.807
O -2.683 2.228 5.931
C -3.754 1.590 6.566
N 0.503 3.685 6.892
H 0.854 2.650 4.449
H -0.728 1.940 4.168
H 0.263 1.367 5.494
H -0.854 4.202 5.400
H -2.123 3.581 7.389
H -1.344 1.925 7.426
H -3.435 0.640 7.021
H -4.533 1.423 5.825
H -4.238 2.124 7.398
H 0.713 2.830 7.405
H 1.359 3.853 6.370
C 0.676 -0.180 1.711
C -0.018 -0.292 0.355
C 0.301 -1.626 -0.290
O 1.678 -1.680 -0.580
C 2.091 -3.032 -0.732
N -1.460 -0.229 0.615
H 1.753 -0.061 1.573
H 0.518 -1.063 2.336
H 0.332 0.692 2.273
H 0.378 0.525 -0.265
H -0.308 -1.805 -1.186
H 0.065 -2.417 0.436
H 2.143 -3.449 0.280
H 3.094 -3.092 -1.158
H 1.448 -3.605 -1.407
H -1.999 -0.150 -0.243
H -1.720 0.552 1.193
C -3.848 0.629 2.877
C -5.354 0.694 2.720
C -5.833 2.069 3.137
O -7.224 2.029 3.361
C -7.684 3.172 4.025
N -5.755 0.366 1.338
H -3.372 1.471 2.372
H -3.330 -0.278 2.563
H -3.643 0.706 3.949
H -5.856 -0.027 3.372
H -5.636 2.820 2.358
H -5.290 2.404 4.036
H -8.771 3.145 4.069
H -7.437 4.103 3.484
H -7.245 3.272 5.025
H -5.000 0.596 0.703
H -6.556 0.920 1.057
C 3.244 0.523 -6.946
C 2.480 1.183 -5.779
C 1.252 0.421 -5.390
O 1.576 -0.880 -4.945
C 0.449 -1.529 -4.404
N 3.306 1.439 -4.599
H 2.724 0.776 -7.876
H 3.290 -0.559 -6.856
H 4.245 0.945 -7.036
H 2.143 2.152 -6.165
H 0.474 0.356 -6.162
H 0.764 0.990 -4.576
H 0.060 -0.995 -3.525
H 0.748 -2.520 -4.079
H -0.364 -1.577 -5.139
H 3.440 0.556 -4.113
H 4.225 1.766 -4.869
C 2.648 4.637 -3.174
C 2.327 4.547 -1.699
C 0.911 5.040 -1.409
O 0.881 6.423 -1.673
C -0.422 6.945 -1.668
N 2.421 3.154 -1.201
H 2.570 5.682 -3.507
H 1.990 4.085 -3.849
H 3.669 4.361 -3.447
H 3.018 5.176 -1.136
H 0.695 4.811 -0.358
H 0.206 4.490 -2.050
H -0.398 8.024 -1.800
H -0.945 6.743 -0.727
H -1.012 6.499 -2.479
H 3.339 2.806 -1.474
H 1.821 2.577 -1.790
*
```

Structure (SMILES): COC[C@H](C)N.COC[C@H](C)N.COC[C@H](C)N.COC[C@H](C)N.COC[C@H](C)N.COC[C@H](C)N.COC[C@H](C)N.COC[C@H](C)N.COC[C@H](C)N.COC[C@H](C)N
E_tot, eV: -78634.9703
HOMO-LUMO gap, eV: 9.198
LUMO energy, eV: 0.5421

***

The following is a DFT calculation (ωB97M-V/def2-TZVPD) of 13 unconnected molecules or ions with the total composition C21H68O21 at a distorted geometry.

```
! RIJCOSX wB97M-V def2-TZVPD def2/J DEFGRID3
* xyz 0 1
C -1.328 5.326 -0.978
C -0.228 4.777 -1.844
O 0.233 3.518 -1.366
O -0.778 5.752 0.277
H -2.149 4.610 -0.880
H -1.716 6.249 -1.422
H 0.618 5.465 -1.823
H -0.538 4.695 -2.890
H -0.515 2.906 -1.468
H -1.352 6.425 0.647
C -3.798 0.690 -0.947
C -3.397 1.675 -2.026
O -2.000 1.933 -1.980
O -3.193 -0.595 -1.218
H -4.882 0.620 -0.830
H -3.452 0.986 0.047
H -3.939 2.608 -1.855
H -3.682 1.278 -3.003
H -1.575 1.291 -2.573
H -3.874 -1.272 -1.224
C 3.573 2.774 -0.152
C 3.406 2.833 1.358
O 2.092 2.448 1.781
O 2.939 3.854 -0.798
H 3.135 1.830 -0.504
H 4.635 2.777 -0.400
H 3.670 3.835 1.698
H 4.091 2.109 1.807
H 1.557 3.249 1.761
H 1.980 3.693 -0.766
C -1.895 -0.491 -5.823
C -1.259 -0.453 -4.455
O -0.559 0.761 -4.191
O -2.966 0.465 -5.853
H -2.328 -1.479 -6.013
H -1.126 -0.379 -6.596
H -0.547 -1.268 -4.405
H -2.032 -0.570 -3.694
H 0.075 0.936 -4.898
H -3.555 0.192 -6.562
C 2.597 -0.189 -4.605
C 1.797 -0.152 -3.336
O 0.967 -1.298 -3.181
O 1.782 -0.055 -5.774
H 3.241 -1.072 -4.619
H 3.240 0.699 -4.543
H 1.211 0.753 -3.238
H 2.505 -0.116 -2.495
H 0.269 -1.014 -2.576
H 2.399 0.141 -6.484
C -1.985 -4.025 -0.836
C -1.359 -3.532 -2.118
O -2.054 -4.056 -3.245
O -1.789 -5.436 -0.736
H -3.056 -3.807 -0.780
H -1.519 -3.463 -0.022
H -0.294 -3.774 -2.182
H -1.406 -2.445 -2.053
H -2.199 -4.987 -3.046
H -2.160 -5.772 0.085
C -0.059 0.046 0.255
C 1.262 -0.623 0.601
O 1.609 -0.257 1.925
O -0.642 -0.449 -0.934
H 0.095 1.135 0.246
H -0.765 -0.117 1.078
H 1.999 -0.364 -0.161
H 1.072 -1.698 0.631
H 1.919 0.668 1.946
H -1.610 -0.275 -0.889
C -1.429 1.856 3.118
C -2.227 2.759 2.200
O -3.585 2.815 2.648
O -1.380 2.379 4.432
H -0.439 1.693 2.668
H -1.928 0.881 3.150
H -2.269 2.322 1.203
H -1.816 3.772 2.182
H -3.620 3.348 3.447
H -1.417 1.570 4.969
C 1.258 -5.067 1.073
O 1.047 -5.584 -0.231
H 1.029 -3.992 1.090
H 0.610 -5.569 1.796
H 2.311 -5.116 1.316
H 0.098 -5.570 -0.416
C 4.412 0.377 4.352
O 4.767 1.480 5.163
H 4.043 -0.448 4.973
H 3.546 0.647 3.748
H 5.220 0.029 3.705
H 5.611 1.317 5.590
C -2.524 -2.123 2.082
O -2.187 -2.673 3.346
H -1.696 -2.213 1.378
H -3.416 -2.611 1.679
H -2.705 -1.056 2.216
H -1.452 -3.285 3.264
C 3.589 -3.198 2.668
O 2.436 -2.612 3.225
H 4.435 -3.176 3.367
H 3.447 -4.264 2.495
H 3.924 -2.769 1.721
H 2.311 -1.738 2.818
C 0.209 -0.899 5.264
O -0.958 -0.146 5.545
H 0.296 -1.041 4.187
H 1.117 -0.394 5.602
H 0.196 -1.909 5.679
H -1.273 -0.313 6.435
*
```

E_tot, eV: -65871.6751
HOMO-LUMO gap, eV: 9.693
LUMO energy, eV: 0.2783

***

The following is a DFT calculation (ωB97M-V/def2-TZVPD) of 2 unconnected molecules or ions with the total composition C3HO4 at a distorted geometry.

```
! RIJCOSX wB97M-V def2-TZVPD def2/J DEFGRID3
* xyz -1 1
C 3.806 0.262 -0.037
C -0.370 1.721 -0.110
C 0.227 0.741 0.598
O 1.149 -0.041 0.278
O 3.957 1.037 0.798
O -1.304 2.263 -0.713
O 3.843 -0.485 -0.895
H 0.181 0.896 1.801
*
```

E_tot, eV: -11316.5756
HOMO-LUMO gap, eV: 5.469
LUMO energy, eV: 3.5668

***

The following is a DFT calculation (ωB97M-V/def2-TZVPD) of a single C3H7N3 molecule at a distorted geometry.

```
! RIJCOSX wB97M-V def2-TZVPD def2/J DEFGRID3
* xyz 0 1
C -0.259 -0.553 0.355
C 0.414 0.395 -0.366
N 0.119 -1.440 1.346
N 1.755 0.556 -0.751
C -0.766 0.938 -1.026
N -1.529 -0.458 -0.204
H -0.612 -2.025 1.720
H 0.763 -1.092 2.040
H 2.362 -0.169 -0.393
H 2.138 1.471 -0.550
H -2.269 -0.329 0.499
H -1.324 1.741 -0.553
H -0.791 0.965 -2.117
*
```

Structure (SMILES): NC1=C(N)NC1
E_tot, eV: -7692.4855
HOMO-LUMO gap, eV: 7.862
LUMO energy, eV: 1.0148

***

Question: Which of these has the highest E_tot?
Answer: C3H7N3